Density functional theory data (the ωB97M-V functional and the def2-TZVPD basis) for C52H39Cl2N8O5P2STi as an isolated structure at a distorted geometry.

```
110
Properties=species:S:1:pos:R:3:forces:R:3
C 3.0763 4.7955 4.1058 -0.6 -0.2 0.1
H -0.9823 3.5673 -1.7060 -0.1 0.1 0.0
C 0.2900 -3.4391 3.8710 0.2 0.1 -0.2
C 0.9387 3.4358 3.0124 -0.1 -0.4 0.0
H 0.9489 2.5493 -0.2530 0.0 0.0 0.3
N 2.7438 0.2226 2.2595 -0.1 -0.1 -0.3
N -2.3777 1.9942 0.8752 0.0 0.5 0.1
C 0.9235 -1.8726 1.6801 -0.8 -0.7 0.9
C 0.4910 3.5196 -5.2609 0.0 0.0 -0.1
C -0.7302 -2.7668 3.2115 -0.1 0.0 -0.1
P 0.0766 -1.6229 -2.1951 -0.6 -0.4 -1.4
C -0.7724 -3.2326 -2.4056 0.1 0.2 0.5
C -1.6097 -5.0414 -3.7468 0.0 0.0 -0.1
H -0.5791 0.4144 2.9331 0.0 0.1 -0.1
H 1.6989 4.3759 1.2242 0.0 0.1 -0.1
C 3.7512 5.4696 3.1045 0.2 0.0 0.1
C 5.3415 0.5862 1.3898 -0.1 0.0 0.1
H 4.5199 0.3099 -0.5929 0.0 0.0 -0.1
O -1.8943 3.0158 0.4474 0.0 0.8 -0.3
C 3.3669 -3.6153 -3.5508 0.1 -0.1 0.0
C -4.8119 -1.3147 0.1460 0.4 0.0 0.1
C 1.6137 -3.3465 3.4332 -0.2 0.1 -0.2
H -1.7997 -5.4738 -4.7176 0.0 0.0 -0.1
H -1.9188 -5.7543 -0.4555 0.0 0.0 0.0
C 1.8587 -0.2035 0.1254 0.7 -0.2 0.1
C -3.8715 1.6114 -2.4071 0.1 0.1 0.1
N -0.6402 -0.5120 -3.2640 0.0 0.3 -0.1
H -2.8780 -1.6272 -3.0934 0.1 0.1 0.0
H -5.2851 -1.2608 1.1148 0.0 0.0 0.0
C -2.8369 1.1610 -3.2163 -0.1 0.1 0.6
C 4.3274 0.3524 0.4686 -0.3 0.0 0.0
P -1.1598 0.9259 -2.5030 0.1 -0.3 -1.8
C 1.2072 3.5172 1.6492 -0.1 -0.2 0.0
C -5.5286 -1.3671 -1.0376 0.3 0.0 -0.1
H 3.2725 3.6539 5.9157 0.0 -0.1 0.0
H 5.7214 5.9268 2.3717 0.0 0.1 -0.1
H -0.7229 -0.6854 -4.2617 0.1 0.0 0.1
H -2.3839 -6.7257 -2.6758 0.0 -0.1 0.0
C 0.1270 2.3285 -4.6552 0.0 -0.1 0.1
C 5.1719 4.1799 5.0353 -0.3 -0.2 0.2
C 2.1196 -1.2032 -4.0934 -0.1 0.1 0.1
S 1.2760 4.7196 4.1893 0.3 0.2 -0.1
C -5.1502 1.7616 -2.9140 -0.1 0.1 -0.1
C -4.8214 -1.4968 -2.2219 0.0 -0.2 0.2
H 0.2720 1.3953 -5.1830 0.0 -0.1 -0.1
C 3.8680 -2.7868 -4.5446 0.0 0.1 0.0
H -0.8946 -3.5044 -0.2826 -0.1 -0.1 0.0
C -2.6623 -1.4582 1.3932 -1.0 -0.1 0.2
H -0.3597 5.6833 -2.8112 0.0 0.1 0.1
C 0.7891 2.4908 0.8219 0.3 0.4 -0.2
Cl 2.8625 -4.2158 4.2329 0.2 0.0 0.0
C -0.4161 2.3485 -3.3781 0.2 -0.1 0.6
C -0.0736 1.3065 2.5807 -0.1 -0.1 0.2
C -1.0246 -3.7913 -3.6527 0.1 0.1 0.1
C -5.4030 1.4557 -4.2399 -0.1 0.1 0.1
C 3.2419 -1.5798 -4.8125 0.1 0.0 -0.1
H -5.3262 -1.5930 -3.1709 0.0 0.0 -0.1
C -3.4352 -1.4993 -2.1753 -0.1 -0.3 -0.3
C 5.0387 0.6226 2.7419 0.0 0.0 -0.2
N 0.1684 1.3944 1.2689 0.0 0.1 0.1
C -0.2141 4.7457 -3.3236 0.0 0.1 -0.1
H -5.9471 2.1124 -2.2735 0.0 0.0 0.0
C -3.4220 -1.3478 0.0943 -0.8 -0.3 0.1
O -3.2415 -1.6730 2.4396 0.3 0.1 -0.4
N 0.9951 -1.1041 0.5373 0.5 -0.2 0.2
H 3.2339 6.0210 2.3359 -0.1 0.0 -0.1
H 2.9513 -2.5289 1.9731 0.1 0.0 0.0
H -6.4046 1.5452 -4.6310 -0.1 0.0 -0.1
C -1.6756 -5.1991 -1.3507 0.0 -0.1 0.0
H 3.6283 -0.9260 -5.5821 0.0 0.0 0.0
H -6.6074 -1.3365 -1.0376 -0.1 0.0 0.0
O -2.1131 0.9135 0.1985 -1.1 0.1 -0.1
H 5.7744 3.6750 5.7806 0.0 0.0 0.1
H -1.7485 -2.8496 3.5609 0.1 -0.1 0.0
H -0.7443 -3.2540 -4.5479 0.0 0.0 -0.2
C -3.0887 0.9077 -4.5609 0.1 0.0 0.1
N -2.7304 -1.3946 -1.0523 -0.1 0.4 0.7
H 0.0616 2.1933 4.5210 -0.1 -0.1 0.1
O -3.0701 1.8891 1.8434 -0.6 -0.2 0.7
H 4.7456 -3.0763 -5.1064 0.0 0.0 0.0
C -1.1007 -3.9428 -1.2547 0.1 0.1 0.0
H 1.8388 -3.9063 -2.0735 0.0 -0.1 0.0
H 3.8547 -4.5550 -3.3414 0.0 -0.1 0.0
C 1.6005 -2.0437 -3.1140 0.2 0.2 0.6
Ti -0.5990 -0.1657 -0.1460 0.5 0.0 -1.2
H -4.5672 0.8404 -6.1063 0.0 0.0 -0.1
C 3.7859 4.1518 5.1078 0.2 0.1 -0.1
C -0.5700 3.5616 -2.7078 0.0 -0.2 0.0
H -3.6778 1.8286 -1.3691 0.0 0.0 0.1
C 1.9329 -2.5705 2.3275 -0.3 0.1 -0.1
H 0.5678 5.6511 -5.1000 0.1 0.1 0.0
C 3.0438 0.1517 0.9609 0.5 0.1 0.1
N -1.3120 -1.3680 1.2215 0.6 0.0 0.1
C 0.2832 2.2979 3.4725 0.1 0.2 -0.1
H 5.8083 0.7714 3.4824 0.1 0.1 0.1
C -1.9339 -5.7471 -2.5984 0.0 0.0 0.1
H 6.3588 0.7252 1.0583 0.1 0.0 -0.1
C -0.4273 -1.9941 2.0921 1.1 -0.7 0.3
C -4.3677 1.0473 -5.0663 0.0 -0.1 -0.1
C 2.2412 -3.2496 -2.8350 0.0 0.1 0.0
C 5.1401 5.4294 3.1372 -0.3 0.1 -0.3
H 3.4111 0.4599 4.1596 0.1 0.1 0.2
H 0.9056 3.5052 -6.2568 0.1 0.0 -0.1
H -2.2869 0.6055 -5.2182 0.1 -0.1 -0.2
N 5.8268 4.7945 4.0675 0.7 -0.1 0.0
H 1.6429 -0.2545 -4.2983 0.0 0.0 0.0
C 0.3091 4.7265 -4.6063 0.0 0.0 0.0
Cl -0.0939 -4.4349 5.2142 -0.2 0.0 0.2
C 3.7131 0.4545 3.1218 0.2 0.0 0.1
O 1.4981 0.4123 -0.9202 -0.4 0.1 0.2
```
Positions in Å, forces in eV/Å.

Output
DFT total energy, Ha: -5669.84522
Energy above the lowest of the compared OMol25 structures with the same formula, charge and spin, kJ/mol: 100.87
HOMO energy, eV: -10.308
Charge: +1
LUMO energy, eV: -3.35

natural (NBO) population analysis, charges in e, atoms 1 to 8: -0.126, 0.228, -0.066, -0.107, 0.237, -0.431, 0.746, 0.191

---

Density functional theory data (the ωB97M-V functional and the def2-TZVPD basis) for a 3-piece molecular cluster, C22H44FNO11 overall at a distorted geometry.

```
79
Properties=species:S:1:pos:R:3:forces:R:3
H -7.3367 4.0368 2.7380 0.0 -0.2 -0.2
H 5.0031 -9.5504 -2.4277 0.1 0.1 0.0
H 0.3907 3.4652 -2.3949 -1.3 -1.1 -0.6
H -1.9615 2.7516 -0.1413 0.1 1.3 -1.2
H 3.5764 -8.5212 -2.6432 -0.1 0.0 -0.1
H 8.3221 -4.9182 1.1986 0.0 0.1 0.1
H 3.1700 -0.4606 -0.1951 -1.1 -1.3 -0.4
C 0.7826 1.3250 -2.9004 -0.3 1.3 -1.7
C -1.0687 5.0508 0.1367 -2.1 -0.2 3.8
H 1.2573 5.5131 -1.4925 0.0 -0.7 1.4
H -4.2511 2.3679 3.8173 -0.1 0.1 0.0
H -2.4002 2.5411 -3.2012 1.1 -0.2 1.2
O 0.1868 5.7335 0.3198 -1.6 -2.3 -1.7
O 6.9829 -6.4082 0.6878 0.0 0.2 0.0
H -0.2549 2.9407 -4.0294 0.1 -0.5 1.9
C -2.1002 3.3164 -1.1259 -2.2 -1.6 -0.3
H -7.6691 0.0052 0.6088 0.0 0.1 0.1
C -5.0744 2.7494 3.2062 0.0 0.4 0.2
H 1.9031 1.4384 -0.2650 -1.7 -0.5 -0.2
H 0.6033 0.7927 -3.9122 0.3 0.4 2.1
H -7.5528 -0.4146 2.3276 -0.1 -0.1 0.1
O -5.4295 4.2483 1.3365 -0.1 0.2 0.1
H 1.1772 3.9475 -0.4763 0.1 1.7 0.4
N 0.5899 0.4214 -1.7269 3.2 -0.7 0.0
H -9.1819 2.2225 3.0778 -0.1 0.0 0.2
C -1.6618 2.3620 -2.3436 -0.2 0.6 -0.3
O 3.2410 4.5668 0.9617 -2.1 4.1 -3.2
H 3.8856 -6.2191 -2.8003 0.0 0.1 0.0
C -0.1843 2.6226 -2.9178 0.7 -0.5 -0.2
H -7.9801 3.7946 4.3565 0.1 -0.1 0.0
H 1.8761 1.6960 -2.9530 -1.6 -0.5 0.1
C -8.1040 2.0373 3.1550 0.1 0.3 -0.5
H 0.1744 2.0587 -0.2720 0.7 -1.5 -0.6
H 5.4183 -4.2305 -2.2591 -0.1 -0.1 0.0
H 6.4556 -5.3398 -1.3720 -0.1 -0.2 0.0
C 4.6145 -5.9904 0.4087 0.0 0.4 0.1
C 4.6513 -8.6005 -2.8320 0.2 0.2 0.2
O -7.6463 1.6011 1.8781 0.1 -0.2 0.1
C 5.8382 -5.8237 1.3019 0.1 -0.5 -0.3
H -5.3869 1.9388 2.5444 -0.1 0.2 -0.2
H 5.6697 -6.3403 2.2541 -0.1 0.1 0.1
H 5.4625 -6.1379 -3.6443 -0.1 0.2 -0.1
O -1.7453 4.8819 1.1926 2.8 0.6 -4.9
H 2.9752 -2.2070 -0.8451 -1.1 1.6 0.3
C -5.1983 5.5402 0.8059 -0.1 -0.3 0.0
C -8.0216 0.2644 1.6083 0.1 0.3 0.0
C -4.5610 3.9560 2.4294 -0.2 -0.5 -0.4
C 0.8001 1.1090 -0.4178 0.1 0.6 1.5
H 8.1861 -6.2729 2.3691 0.1 0.1 0.1
C 1.6875 -0.5855 -1.8415 1.4 -2.4 -2.5
C -7.3943 3.3234 3.5619 0.1 -0.3 0.3
O 2.1484 -0.9766 -2.9635 -2.2 1.9 4.0
C 1.2459 5.0850 -0.4304 1.5 1.3 -1.2
H -3.5723 3.7311 2.0179 0.1 0.1 0.2
C 8.1858 -5.9986 1.3093 -0.2 -0.2 -0.2
H -5.4180 6.3046 1.5576 0.1 0.1 0.0
H 4.5469 -6.9964 -0.0088 0.3 0.0 0.0
O -6.1072 3.0870 4.1350 -0.1 -0.1 -0.3
C 2.4061 -1.2544 -0.5471 -0.5 1.0 0.0
H -1.8403 1.2720 -1.9964 0.6 1.8 -0.5
O 5.3441 -7.5558 -2.1752 -0.2 0.0 0.1
H 1.6664 -1.4346 0.3185 1.3 0.2 -1.4
O 4.5380 -4.9969 -0.6156 0.2 -0.2 0.0
F 3.2592 6.7350 0.1170 -1.7 -3.0 0.0
H -4.1644 5.6350 0.4598 0.0 0.1 0.1
H 4.8501 -8.5775 -3.9083 -0.1 0.0 -0.1
H -7.9209 1.2602 3.9058 0.0 0.1 0.1
H -5.8701 5.6867 -0.0411 0.0 -0.1 0.1
C 5.4317 -5.1801 -1.7161 -0.4 0.1 -0.1
H 6.0156 -4.7589 1.4916 -0.1 0.0 0.0
C 2.6732 5.4327 0.2678 1.5 -2.5 2.6
O -1.4979 4.6483 -1.1502 2.2 0.1 2.8
H 3.7239 -5.8364 1.0249 0.1 0.1 0.0
H -9.1104 0.1548 1.6395 0.0 -0.1 0.0
H -4.4912 4.8217 3.0975 0.1 0.0 0.1
H -3.2426 3.4827 -1.2328 1.9 -0.3 0.3
H 9.0161 -6.5037 0.8136 -0.1 0.0 0.0
H 0.4945 0.4067 0.4504 0.6 1.2 -1.5
C 4.9726 -6.2737 -2.6730 0.5 -0.2 0.3
```
Positions in Å, forces in eV/Å.

Output
DFT total energy, Ha: -1846.67279
HOMO energy, eV: -9.131
Charge: 0
LUMO energy, eV: 0.04

Löwdin population analysis, charges in e, atoms 1 to 8: 0.121, 0.088, 0.076, 0.128, 0.087, 0.087, 0.091, -0.198

---

Density functional theory data (the ωB97M-V functional and the def2-TZVPD basis) for a 2-piece molecular cluster, CH3Br2P overall at a distorted geometry.

```
7
Properties=species:S:1:pos:R:3:forces:R:3
Br 0.2056 0.9888 3.2408 0.2 0.0 -1.0
P 0.4312 -0.7665 0.4998 0.0 3.0 0.3
H 0.2232 1.6381 0.8178 -0.5 2.9 -1.6
C 0.3026 0.7732 1.3247 0.5 -5.7 1.4
H -0.9549 0.0993 -3.9029 0.1 2.8 -0.8
Br -1.0208 -1.1809 -3.5530 -0.2 -2.8 0.8
H 0.8130 -1.5521 1.5728 -0.2 -0.3 0.8
```
Positions in Å, forces in eV/Å.

Output
DFT total energy, Ha: -5529.20800
Energy above the lowest of the compared OMol25 structures with the same formula, charge and spin, kJ/mol: 319.35
HOMO energy, eV: -9.208
Charge: 0
LUMO energy, eV: -0.50

How is the electron density shared among the atoms? According to natural (NBO), the charges in e are: 0.058, 0.417, 0.183, -0.611, 0.178, -0.177, -0.048

---

Density functional theory data (the ωB97M-V functional and the def2-TZVPD basis) for C8H6IN as an isolated structure at a distorted geometry.

```
16
Properties=species:S:1:pos:R:3:forces:R:3
C 0.1535 -3.0323 -2.8120 -0.1 -0.5 2.2
N -0.0088 -1.7745 -3.0821 -0.1 1.8 -1.6
H -1.3970 -0.3740 0.2673 -2.3 -1.0 0.1
C 0.5690 -0.6615 1.0675 -2.0 0.8 2.4
C -0.4924 0.0866 0.1086 3.1 -0.2 0.5
I 1.5489 -3.4982 2.0208 -0.3 0.3 -0.4
C -0.0178 0.0693 -1.3534 -2.2 -1.1 0.3
H 0.9861 0.3531 -1.2865 1.7 0.8 -0.6
C 0.0507 -2.5487 -1.0409 1.4 -0.4 5.2
C -0.0867 -1.3282 -1.8184 0.4 -0.9 -0.9
H 0.2606 -0.5505 2.2339 0.1 0.0 -2.4
H -0.6174 0.6507 -2.0821 0.5 0.2 0.7
H 1.4972 -0.0586 1.1386 0.2 -0.9 -0.7
C 0.0957 -3.7898 -1.7634 0.0 0.4 -0.2
H -0.5563 1.0938 0.4323 -0.1 1.0 0.4
C 0.5059 -2.1419 0.8811 -0.2 -0.4 -5.0
```
Positions in Å, forces in eV/Å.

Output
DFT total energy, Ha: -660.52046
Energy above the lowest of the compared OMol25 structures with the same formula, charge and spin, kJ/mol: 611.21
HOMO energy (spin up / spin down), eV: -9.131 / -8.144
Charge: 0
LUMO energy (spin up / spin down), eV: -1.06 / -2.07

natural (NBO) population analysis, charges in e, atoms 1 to 8: 0.423, -0.513, 0.211, -0.570, -0.365, 0.278, -0.456, 0.229